{"formula": "C4H9NO", "method": "ωB97M-V with the def2-TZVPD basis set", "relative_energy_ev": 0.073, "homo_ha": -0.358, "lumo_ha": 0.033, "smiles": "CC(C)C(N)=O", "elements": ["C", "C", "C", "C", "N", "O", "H", "H", "H", "H", "H", "H", "H", "H", "H"], "xyz": [[-0.950068, -1.274886, 0.758312], [-0.266348, -0.298016, -0.199501], [-0.982860, 1.059392, -0.237519], [1.194744, -0.077598, 0.199444], [1.933599, 0.633287, -0.705240], [1.668768, -0.456754, 1.254891], [-1.368829, -0.746102, 1.621123], [-0.233030, -2.003164, 1.142015], [-1.766694, -1.810033, 0.262390], [-0.270945, -0.727906, -1.212406], [-0.528659, 1.743692, -0.960593], [-2.040454, 0.940811, -0.494329], [-0.925303, 1.532700, 0.749154], [1.615694, 0.762895, -1.650511], [2.920386, 0.721686, -0.527225]], "forces_ev_per_a": [[-0.034, -0.048, 0.058], [-0.021, -0.057, 0.021], [-0.031, 0.089, -0.003], [0.027, -0.086, 0.155], [0.069, -0.058, -0.050], [-0.144, 0.141, -0.292], [0.107, -0.063, -0.100], [-0.107, 0.042, -0.073], [0.097, 0.151, 0.045], [0.062, 0.086, 0.141], [-0.092, -0.085, 0.079], [0.150, -0.041, 0.028], [-0.028, -0.059, -0.126], [-0.023, -0.003, 0.099], [-0.033, -0.009, 0.018]], "lowdin_charge": [-0.071, -0.355, -0.074, -0.526, 0.154, 0.054, 0.083, 0.076, 0.078, 0.136, 0.069, 0.081, 0.090, 0.098, 0.107]}